Entry 1:
118
Properties=species:S:1:pos:R:3:forces:R:3:mulliken_spin:R:1 method="wB97M-V/def2-TZVPD" s2=6.0454 relative_energy_kj_mol=0.0 spin_multiplicity=5 gap_ev="4.2 / 6.5" total_charge=-1 e_lumo_ev="2.175 / 2.170"
Cr 0.0586 0.1593 -0.3575 0.8 -0.1 0.0 3.181
Cl 2.8036 3.2739 -5.8367 0.1 0.0 -0.1 -0.001
C 1.9200 2.9683 -4.3724 -0.1 0.2 0.2 -0.009
C 1.7678 1.6661 -3.9366 0.1 -0.1 0.0 0.016
C 1.0551 1.3903 -2.7651 0.0 0.4 0.0 -0.028
N 0.9097 0.1617 -2.1758 -0.2 0.0 0.1 -0.012
C 1.4032 -1.0144 -2.6802 0.1 -0.4 0.1 0.060
O 1.9524 -1.1757 -3.7840 0.0 0.1 0.0 0.115
C 1.2468 -2.1048 -1.7304 0.0 0.0 -0.4 0.363
C 1.7527 -3.3856 -2.0134 -0.1 -0.1 0.1 -0.064
C 1.6971 -4.3802 -1.0758 0.0 0.0 -0.2 0.220
C 1.1170 -4.0746 0.1949 -0.1 0.2 0.2 0.171
C 0.6178 -2.8156 0.4083 0.1 -0.3 0.1 -0.028
N 0.6582 -1.8208 -0.4949 -0.2 0.1 -0.1 0.098
C 0.4232 2.4526 -2.0693 0.1 0.1 -0.6 0.040
C 0.5968 3.7540 -2.5313 0.0 -0.2 0.2 -0.005
C 1.3613 4.0176 -3.6536 0.1 -0.2 -0.1 0.018
Cl 1.6191 5.6697 -4.1315 -0.1 0.1 0.0 0.002
N -0.2658 2.1383 -0.8798 -0.2 0.2 0.5 -0.107
C -1.2923 2.9639 -0.5407 0.4 -0.2 -0.7 0.011
O -1.9407 3.6382 -1.3472 0.0 0.2 0.2 0.018
C -1.6845 3.1003 0.9058 -0.1 0.0 0.5 0.031
C -2.9523 3.6171 1.1762 -0.1 -0.1 -0.2 0.006
C -3.3517 3.7949 2.4850 0.1 0.0 0.1 -0.001
C -2.4552 3.4776 3.4953 -0.1 0.1 -0.1 0.002
C -1.2011 3.0213 3.1271 0.1 -0.1 0.2 0.001
N -0.8077 2.8310 1.8738 0.0 0.0 -0.2 0.016
H 2.2071 0.8472 -4.4845 0.0 0.0 0.0 0.002
H 2.1827 -3.5387 -2.9952 0.0 0.0 0.0 -0.006
H 2.0687 -5.3763 -1.2827 0.0 0.0 0.0 0.038
H 1.0429 -4.8196 0.9754 0.0 0.0 0.0 0.025
H 0.1448 -2.5777 1.3534 0.0 0.0 0.0 0.019
H 0.1409 4.5760 -2.0013 0.0 0.0 0.0 -0.001
H -3.5903 3.8644 0.3395 0.0 0.0 0.0 0.000
H -4.3361 4.1794 2.7212 0.0 0.0 0.0 0.000
H -2.7176 3.5920 4.5385 0.0 0.0 0.0 0.000
H -0.4778 2.7785 3.8984 0.0 0.0 0.0 0.001
C 2.4467 2.1440 4.3658 0.0 0.0 0.0 0.001
C 3.3575 0.9824 4.6381 0.0 0.1 -0.2 0.000
C 3.7486 0.6575 5.9308 0.1 -0.2 0.1 0.000
C 4.6600 -0.3612 6.1760 0.0 0.1 -0.1 0.000
C 5.2120 -1.0597 5.1131 0.1 0.0 0.1 0.000
C 4.8059 -0.7798 3.8197 -0.1 0.1 -0.1 0.001
C 3.8648 0.2179 3.5767 0.0 -0.1 0.2 0.000
N 3.4409 0.4799 2.2537 0.0 0.0 0.1 0.006
C 2.1744 0.2173 1.7650 0.1 0.0 -0.1 0.039
N 1.3417 -0.4054 2.6269 0.1 0.0 0.2 -0.002
C -0.0721 -0.5125 2.6175 -0.1 0.2 -0.2 0.014
C -0.8205 -0.1761 1.4808 -0.2 0.0 0.5 -0.176
C -2.2081 -0.2394 1.6730 0.1 0.3 0.0 0.023
C -2.8049 -0.6342 2.8589 -0.1 0.0 0.0 -0.006
C -2.0139 -1.0300 3.9241 0.0 0.0 0.0 0.031
C -0.6317 -0.9732 3.8193 0.0 0.0 0.0 -0.031
C 0.2361 -1.4441 4.9620 -0.1 0.1 -0.1 -0.003
N 1.8656 0.5225 0.5446 0.1 0.1 0.2 -0.043
C 2.8928 1.1600 -0.2187 0.2 0.3 0.0 0.028
C 2.8682 2.5500 -0.3188 0.0 -0.1 0.1 -0.005
C 3.8116 3.2239 -1.0738 0.0 0.0 0.0 0.002
C 4.8017 2.5075 -1.7279 0.1 0.0 0.0 -0.001
C 4.8626 1.1320 -1.5824 0.0 0.1 0.0 0.003
C 3.9275 0.4339 -0.8201 -0.1 -0.1 0.0 -0.022
C 4.0705 -1.0610 -0.6834 0.0 0.1 -0.1 0.014
H 2.3797 2.7907 5.2396 0.0 0.0 0.0 0.000
H 1.4418 1.8120 4.1039 -0.1 0.0 0.0 0.000
H 2.8137 2.7229 3.5176 0.0 0.0 0.0 0.000
H 3.3444 1.2183 6.7655 0.0 0.1 0.0 0.000
H 4.9509 -0.5963 7.1916 0.0 0.0 0.0 0.000
H 5.9486 -1.8322 5.2927 0.0 0.0 0.0 0.000
H 5.2075 -1.3371 2.9818 0.0 0.0 0.0 -0.001
H 4.1530 0.5778 1.5456 0.0 0.0 0.0 -0.001
H 1.7706 -0.6421 3.5049 0.1 0.0 0.0 -0.006
H -2.8621 0.0818 0.8686 -0.1 0.0 0.0 -0.002
H -3.8858 -0.6590 2.9468 0.0 0.0 0.0 0.000
H -2.4671 -1.3745 4.8471 0.0 0.0 0.0 0.001
H -0.3803 -1.8638 5.7555 0.0 0.0 0.0 0.000
H 0.8321 -0.6355 5.3985 0.0 0.0 0.0 0.000
H 0.9234 -2.2281 4.6282 0.0 0.0 0.1 0.001
H 2.0845 3.0801 0.2081 -0.1 0.0 -0.1 -0.002
H 3.7647 4.3020 -1.1622 0.0 0.0 0.0 0.000
H 5.5320 3.0182 -2.3432 0.0 0.0 0.0 0.000
H 5.6505 0.5693 -2.0705 0.0 0.0 0.0 0.000
H 5.1041 -1.3221 -0.4429 0.0 0.0 0.1 -0.005
H 3.8255 -1.5392 -1.6321 0.0 -0.1 0.0 0.006
H 3.4084 -1.4716 0.0781 0.0 -0.1 -0.1 0.006
C -6.5348 0.8343 -1.6990 0.0 0.0 0.0 0.000
C -5.4956 1.6945 -1.3832 -0.1 0.1 0.0 0.000
C -4.1903 1.2252 -1.3279 0.1 -0.1 0.0 -0.009
C -3.9095 -0.1137 -1.5798 0.0 0.2 0.2 -0.006
C -4.9576 -0.9682 -1.9149 0.1 -0.1 0.0 -0.004
C -6.2600 -0.5001 -1.9702 -0.1 0.0 0.0 0.000
As -2.0356 -0.7392 -1.5719 -1.0 -0.7 -0.7 -0.092
C -2.3881 -2.6068 -1.1142 0.1 -0.1 0.2 -0.010
C -1.7007 -3.6442 -1.7353 0.1 0.1 -0.1 0.011
C -1.8918 -4.9584 -1.3373 -0.1 -0.1 0.0 0.008
C -2.7655 -5.2549 -0.3028 0.0 0.0 0.0 0.000
C -3.4387 -4.2264 0.3411 0.0 -0.1 0.0 0.004
C -3.2526 -2.9149 -0.0646 0.0 0.2 -0.1 -0.011
C -1.9854 -0.8163 -3.5207 0.1 0.2 -0.1 0.023
C -1.5857 0.3566 -4.1564 0.0 0.0 0.2 -0.025
C -1.6283 0.4622 -5.5369 0.0 0.0 -0.1 -0.002
C -2.0929 -0.5997 -6.2985 0.0 0.0 0.0 0.001
C -2.5198 -1.7610 -5.6709 0.0 0.0 -0.1 0.002
C -2.4662 -1.8703 -4.2897 0.0 -0.1 0.1 -0.009
H -7.5533 1.2002 -1.7394 0.0 0.0 0.0 0.000
H -5.6998 2.7381 -1.1762 0.0 0.0 0.0 0.000
H -3.3874 1.9150 -1.1043 -0.1 0.0 0.0 0.012
H -4.7493 -2.0073 -2.1377 -0.1 0.0 0.0 0.000
H -7.0656 -1.1777 -2.2261 0.0 0.0 0.0 0.000
H -0.9922 -3.4227 -2.5237 0.0 0.0 0.0 0.029
H -1.3445 -5.7526 -1.8291 0.0 0.0 0.0 0.004
H -2.9174 -6.2821 0.0057 0.0 0.0 0.0 0.001
H -4.1078 -4.4446 1.1647 0.0 0.0 0.0 0.000
H -3.7833 -2.1171 0.4371 0.0 0.0 0.1 -0.002
H -1.2361 1.1960 -3.5672 0.0 0.0 -0.1 0.010
H -1.2947 1.3752 -6.0136 0.0 0.0 0.0 0.000
H -2.1246 -0.5199 -7.3781 0.0 0.0 0.0 0.000
H -2.8960 -2.5885 -6.2603 0.0 0.0 0.0 0.000
H -2.8010 -2.7842 -3.8157 0.0 0.0 0.0 -0.001

Entry 2:
115
Properties=species:S:1:pos:R:3:forces:R:3:mulliken_spin:R:1 method="wB97M-V/def2-TZVPD" s2=2.0083 relative_energy_kj_mol=0.0 spin_multiplicity=3 gap_ev="8.6 / 6.1" total_charge=+1 e_lumo_ev="-1.960 / -4.523"
Pd -0.0901 -1.0627 -0.9717 0.2 -0.2 0.1 1.318
Cl -0.3774 -4.1153 -0.8630 0.0 -0.2 -0.1 0.004
C 1.2503 -4.1389 -1.5495 -0.2 0.3 0.0 -0.003
Cl 1.4862 -2.7329 -2.6321 0.0 -0.4 0.0 0.027
H 1.3505 -5.0279 -2.1513 0.1 -0.1 -0.1 0.000
H 1.9708 -4.0784 -0.7464 0.1 0.1 0.1 0.003
C -4.8082 3.7495 -1.1274 0.1 0.0 0.0 0.000
C -3.4756 3.8088 -0.3439 0.0 -0.1 -0.1 0.000
C -3.3812 5.1450 0.3967 0.1 0.1 0.1 0.000
C -2.3266 3.6619 -1.3397 -0.2 0.1 -0.1 0.001
C -1.9210 4.7089 -2.1571 0.0 0.1 0.0 0.000
C -0.9336 4.5469 -3.1212 0.0 0.0 0.0 0.003
C -0.3094 3.3224 -3.2647 0.1 0.0 0.0 -0.003
C -0.6779 2.2495 -2.4564 0.2 -0.1 -0.1 0.012
P 0.3544 0.7329 -2.5064 0.0 0.7 0.3 0.157
C 0.3821 0.2789 -4.2544 -0.1 -0.2 0.0 0.035
C -0.6977 0.5961 -5.0767 0.0 0.0 0.0 0.025
C -0.6927 0.2152 -6.4109 0.0 0.0 0.0 -0.010
C 0.3823 -0.4915 -6.9299 0.0 0.0 0.0 0.020
C 1.4548 -0.8265 -6.1121 0.0 0.0 0.0 -0.014
C 1.4532 -0.4495 -4.7780 0.0 0.0 -0.1 0.032
C 1.9779 1.4638 -2.1203 0.0 -0.1 0.0 -0.061
C 2.1943 1.7740 -0.7808 0.0 0.0 -0.1 -0.007
C 3.3333 2.4537 -0.3869 0.0 0.2 -0.1 -0.004
C 4.2737 2.8279 -1.3388 -0.1 0.0 0.1 0.007
C 4.0644 2.5248 -2.6777 -0.1 -0.1 -0.1 -0.002
C 2.9192 1.8445 -3.0746 0.1 0.1 0.0 0.013
C -1.6958 2.4396 -1.5327 0.0 0.0 0.2 0.011
O -2.0352 1.3400 -0.8051 -0.1 -0.2 -0.1 -0.022
C -2.7771 1.4723 0.3328 0.0 0.1 -0.2 0.020
C -2.8306 0.3303 1.1198 0.0 -0.2 0.3 0.013
C -3.6124 0.3589 2.2706 0.1 0.0 0.0 -0.024
C -4.2865 1.5181 2.6216 0.0 0.0 0.0 -0.001
C -4.2006 2.6403 1.8110 -0.1 0.0 0.1 0.004
C -3.4538 2.6409 0.6367 -0.1 0.1 0.0 0.000
P -1.9934 -1.1843 0.5463 -0.5 0.3 0.0 0.109
C -1.8007 -2.1880 2.0433 0.1 -0.1 0.0 0.012
C -2.0675 -3.5592 2.0215 0.0 0.1 0.0 0.017
C -1.8606 -4.3309 3.1544 0.1 0.0 0.0 -0.006
C -1.3578 -3.7507 4.3111 0.0 0.0 0.0 0.014
C -1.0809 -2.3905 4.3392 0.0 0.0 -0.1 -0.005
C -1.3065 -1.6109 3.2144 0.0 0.0 0.0 0.019
C -3.3211 -1.9693 -0.4224 0.0 -0.1 -0.1 0.020
C -4.4619 -2.4877 0.1910 -0.1 0.0 0.0 0.012
C -5.4773 -3.0341 -0.5785 0.0 0.0 0.0 0.001
C -5.3679 -3.0592 -1.9647 0.0 0.0 0.0 0.002
C -4.2458 -2.5297 -2.5838 0.0 0.0 0.0 0.018
C -3.2269 -1.9895 -1.8117 -0.1 -0.1 0.1 0.002
H -4.8618 4.5696 -1.8490 0.0 -0.1 0.1 0.000
H -5.6578 3.8296 -0.4430 0.1 0.0 -0.1 0.000
H -4.8962 2.8066 -1.6733 0.0 0.0 0.0 0.000
H -3.4414 5.9827 -0.2983 0.0 0.0 0.0 0.000
H -2.4439 5.2224 0.9526 -0.1 0.0 0.0 0.000
H -4.2091 5.2631 1.0954 0.0 0.0 0.0 0.000
H -2.3920 5.6790 -2.0518 0.0 -0.1 0.0 0.000
H -0.6407 5.3828 -3.7444 0.0 -0.1 0.0 0.000
H 0.4874 3.2006 -3.9907 0.0 0.0 0.0 0.003
H -1.5408 1.1477 -4.6788 0.0 0.0 0.0 0.003
H -1.5304 0.4732 -7.0455 0.0 0.0 0.0 0.000
H 0.3869 -0.7799 -7.9741 0.0 0.0 0.1 0.001
H 2.2945 -1.3801 -6.5129 0.0 0.0 0.0 0.000
H 2.3036 -0.6981 -4.1546 0.0 0.0 0.0 0.001
H 1.4646 1.4831 -0.0392 0.0 0.0 0.1 0.005
H 3.4896 2.6786 0.6619 0.0 0.0 -0.1 0.000
H 5.1735 3.3495 -1.0351 -0.1 0.0 0.0 0.000
H 4.7954 2.8192 -3.4223 0.0 0.0 0.0 0.000
H 2.7665 1.6344 -4.1249 0.0 0.0 0.0 0.001
H -3.6822 -0.5198 2.8987 0.0 0.0 0.0 0.002
H -4.8904 1.5442 3.5203 0.0 0.0 -0.1 0.000
H -4.7551 3.5282 2.0907 0.0 0.0 0.0 0.000
H -2.4719 -4.0274 1.1337 0.0 0.0 0.0 0.001
H -2.0870 -5.3910 3.1291 0.0 0.1 0.0 0.000
H -1.1795 -4.3596 5.1897 0.0 0.0 0.0 0.000
H -0.6868 -1.9292 5.2360 0.0 0.0 0.0 0.000
H -1.1078 -0.5490 3.2613 0.0 0.0 0.0 0.004
H -4.5589 -2.4645 1.2705 0.0 0.0 0.0 0.000
H -6.3570 -3.4406 -0.0961 0.0 0.0 0.0 0.000
H -6.1625 -3.4900 -2.5623 0.0 0.0 0.0 0.001
H -4.1614 -2.5422 -3.6632 0.0 0.0 0.0 0.000
H -2.3541 -1.5771 -2.3015 0.2 0.0 -0.1 -0.034
O 1.2384 -1.6368 0.4082 0.4 0.4 0.1 0.198
Si 2.2890 -1.0737 1.5363 0.0 -0.3 0.0 0.045
C 2.7304 -2.5611 2.5885 0.1 -0.3 0.2 0.007
C 1.8560 -3.6569 2.6135 0.1 0.0 0.1 0.010
C 2.1374 -4.7930 3.3682 0.0 0.1 -0.1 0.000
C 3.3002 -4.8543 4.1232 0.0 0.0 0.0 0.001
C 4.1850 -3.7840 4.1138 0.0 0.1 -0.1 0.001
C 3.9079 -2.6545 3.3490 -0.2 -0.1 -0.1 0.004
C 1.5632 0.2791 2.6165 -0.2 0.2 0.1 0.003
C 2.0901 0.5423 3.8876 -0.1 0.0 -0.1 -0.001
C 1.5729 1.5567 4.6878 0.0 0.0 -0.1 0.000
C 0.5086 2.3303 4.2381 0.0 0.0 0.0 0.000
C -0.0438 2.0788 2.9875 0.1 -0.1 0.0 -0.002
C 0.4825 1.0636 2.1965 0.0 0.0 0.1 0.027
C 3.8898 -0.4301 0.7941 0.3 0.1 -0.2 -0.003
C 4.2554 -0.8051 -0.5056 0.1 -0.1 0.1 0.004
C 5.4721 -0.4136 -1.0594 -0.1 0.0 0.1 0.000
C 6.3551 0.3623 -0.3184 -0.1 0.0 0.0 0.000
C 6.0124 0.7548 0.9697 -0.1 -0.1 0.0 0.000
C 4.7902 0.3708 1.5130 0.0 -0.2 0.0 -0.001
H 0.9404 -3.6135 2.0284 0.0 0.0 0.0 -0.007
H 1.4487 -5.6316 3.3652 0.0 0.1 0.0 0.000
H 3.5232 -5.7372 4.7121 0.0 0.1 0.0 0.000
H 5.0984 -3.8331 4.6950 0.0 0.0 0.0 0.000
H 4.6337 -1.8474 3.3302 0.0 0.0 0.0 0.000
H 2.9012 -0.0692 4.2730 0.0 0.0 0.0 0.000
H 1.9984 1.7416 5.6665 0.0 0.0 0.0 0.000
H 0.1027 3.1169 4.8653 0.0 -0.1 0.0 0.000
H -0.8877 2.6635 2.6342 0.0 0.0 0.0 0.000
H 0.0097 0.8540 1.2415 0.0 0.0 0.0 -0.043
H 3.5771 -1.4235 -1.0908 0.1 0.1 0.1 0.000
H 5.7331 -0.7158 -2.0692 0.0 0.0 0.1 0.000
H 7.3065 0.6611 -0.7430 0.0 0.0 0.0 0.000
H 6.6963 1.3642 1.5506 0.0 0.0 0.0 0.000
H 4.5362 0.7109 2.5142 0.0 0.0 -0.1 0.000